Entry 1:
DFT (ωB97M-V with the def2-TZVPD basis set) results for a molecular structure, C7H14N2.

```
! RIJCOSX wB97M-V def2-TZVPD def2/J DEFGRID3
* xyz 0 1
C -1.0157 2.0981 -0.0408
C -1.9221 0.8696 -0.1035
C -1.3823 -0.4383 -0.1681
C -2.2804 -1.8817 -0.2945
C -0.2073 -0.9770 0.3394
C 1.1043 -0.1181 0.4914
C 3.3483 -0.4427 0.2481
H -0.3916 1.9363 0.8330
H -1.9474 3.0580 0.2063
H -0.4582 2.7336 -1.1025
H -2.2207 1.1592 1.0338
H -3.2079 1.3044 -0.6406
H -2.7129 -2.5531 0.9588
H -3.6165 -1.5085 -0.9917
H -1.3563 -2.8294 -0.9707
H -0.2161 -2.1722 0.3403
H 1.2568 -0.2815 1.7271
H 0.9110 0.9842 0.1996
H 2.2061 -0.3652 -1.3872
H 3.4865 -0.5260 1.3629
H 4.1092 0.4768 -1.3858
N 2.1243 -0.8373 -0.2977
N 4.3890 0.3109 -0.3576
*
```

Values from the calculation:
Frontier orbital gap   9.35 eV

For reference, the natural (NBO) charges in units of e are:
1. C -0.61
2. C -0.45
3. C -0.11
4. C -0.67
5. C -0.17
6. C -0.29
7. C 0.27
8. H 0.20
9. H 0.21
10. H 0.22
11. H 0.25
12. H 0.22
13. H 0.24
14. H 0.21
15. H 0.24
16. H 0.24
17. H 0.22
18. H 0.23
19. H 0.37
20. H 0.18
21. H 0.30
22. N -0.62
23. N -0.68


Entry 2:
DFT (ωB97M-V with the def2-TZVPD basis set) results for a molecular structure, C26H51NO2OsP2.

```
! RIJCOSX wB97M-V def2-TZVPD def2/J DEFGRID3
* xyz 4 5
Os 0.0874 -0.0204 -0.2286
C 0.6765 -1.7185 -0.9167
O 1.0288 -2.7728 -1.2848
C -0.5487 1.5882 0.6061
O -0.9758 2.5396 1.1548
P -1.9200 -0.1471 -1.4293
C -3.4261 -0.8893 -0.6249
H -4.1917 -0.9069 -1.4181
C -2.5646 1.5099 -2.0079
H -2.4210 2.1388 -1.1114
C -1.7751 -1.2313 -2.9442
H -1.5493 -2.2173 -2.4984
C 3.5661 -0.5980 -0.0095
P 2.1137 0.0938 0.9544
H 3.2213 -0.4610 3.0261
H 3.2768 -1.6552 -0.1386
C 2.8416 1.7560 1.4110
H 3.9220 1.5623 1.5051
C -1.7064 2.0926 -3.1284
H -1.8874 1.5971 -4.0912
H -0.6341 2.0524 -2.8989
H -1.9794 3.1507 -3.2522
C -4.0536 1.5875 -2.3758
H -4.2291 2.5612 -2.8557
H -4.7046 1.5380 -1.4970
H -4.3639 0.8088 -3.0842
C -3.0433 -1.3932 -3.7945
H -3.9034 -1.7659 -3.2229
H -2.8301 -2.1394 -4.5773
H -3.3258 -0.4628 -4.3089
C -0.5818 -0.8283 -3.8188
H -0.2150 -1.7362 -4.3235
H 0.2528 -0.4141 -3.2322
H -0.8600 -0.1054 -4.5993
C -3.1821 -2.3317 -0.1763
H -3.2834 -3.0444 -1.0089
H -3.9192 -2.6118 0.5927
H -2.1776 -2.4629 0.2532
C -3.9811 -0.0089 0.5020
H -3.5007 -0.2187 1.4687
H -5.0565 -0.2195 0.6129
H -3.8674 1.0636 0.2990
C 4.9184 -0.5481 0.7232
H 4.8660 -0.8110 1.7866
H 5.3975 0.4362 0.6263
H 5.5854 -1.2778 0.2383
C 3.6804 0.0406 -1.3932
H 4.1806 1.0191 -1.3573
C 1.1414 -0.6630 3.5272
H 2.7033 0.1518 -1.8875
H 4.2997 -0.6222 -2.0166
C 2.5200 -2.3675 2.3157
H 0.3645 -1.4331 3.3986
H 1.5087 -0.7453 4.5632
H 0.6706 0.3247 3.4397
C 2.3091 -0.8700 2.5562
H 2.3414 -2.9113 3.2571
H 3.5419 -2.6065 2.0028
H 1.8288 -2.7487 1.5487
C 2.3276 2.2929 2.7475
H 1.2443 2.4875 2.7035
H 2.8286 3.2507 2.9534
H 2.5362 1.6210 3.5886
C 2.6352 2.7973 0.3108
H 2.8942 2.4231 -0.6859
H 3.2785 3.6631 0.5311
H 1.5918 3.1457 0.2895
H -0.1563 -0.8869 1.4286
H -0.9348 -1.1005 0.9361
N -2.1726 -0.2675 3.2005
C -2.1624 0.0068 4.5589
C -1.8777 1.3183 4.9961
C -1.7097 1.5561 6.3622
C -1.8544 0.5027 7.2773
C -2.2180 -0.7768 6.8415
C -2.4224 -1.0220 5.4869
H -2.1167 -1.2430 2.9168
H -1.6548 0.3681 2.5954
H -1.7627 2.1140 4.2530
H -1.4778 2.5684 6.6938
H -1.6947 0.6927 8.3417
H -2.3551 -1.5910 7.5598
H -2.7252 -2.0089 5.1218
*
```

Values from the calculation:
Frontier orbital gap (alpha / beta)   7.18 / 2.80 eV
⟨S²⟩   6.030

For reference, the Mulliken charges in units of e are:
1. Os 2.36
2. C 0.16
3. O -0.34
4. C 0.33
5. O -0.50
6. P -0.17
7. C 0.40
8. H 0.86
9. C 0.70
10. H 0.27
11. C 0.43
12. H 0.43
13. C 0.63
14. P -0.02
15. H 1.00
16. H 0.63
17. C 0.50
18. H 0.42
19. C -1.62
20. H 0.26
21. H 0.29
22. H 0.53
23. C -1.32
24. H 0.45
25. H 0.33
26. H 0.25
27. C -1.51
28. H 0.35
29. H 0.45
30. H 0.32
31. C -1.49
32. H 0.46
33. H 0.28
34. H 0.42
35. C -1.53
36. H 0.31
37. H 0.46
38. H 0.26
39. C -1.00
40. H -0.23
41. H 0.48
42. H 0.46
43. C -1.63
44. H 0.39
45. H 0.48
46. H 0.42
47. C -1.74
48. H 0.40
49. C -1.64
50. H 0.36
51. H 0.45
52. C -1.63
53. H 0.63
54. H 0.39
55. H 0.19
56. C 0.14
57. H 0.46
58. H 0.35
59. H 0.28
60. C -1.35
61. H 0.14
62. H 0.48
63. H 0.34
64. C -1.45
65. H 0.28
66. H 0.46
67. H 0.31
68. H 0.07
69. H -0.81
70. N 0.08
71. C 0.53
72. C 0.03
73. C -0.43
74. C -0.55
75. C -0.41
76. C -0.20
77. H 0.32
78. H -0.52
79. H 0.57
80. H 0.50
81. H 0.50
82. H 0.51
83. H 0.53


Entry 3:
DFT (ωB97M-V with the def2-TZVPD basis set) results for a molecular structure, C20H15AuN4O2.

```
! RIJCOSX wB97M-V def2-TZVPD def2/J DEFGRID3
* xyz 0 1
Au -1.2423 1.1174 0.0679
O -0.1963 1.1138 -4.4891
C 1.1238 0.9777 -4.2897
C 1.9049 0.5240 -5.3530
C 3.2644 0.3586 -5.2063
C 3.8854 0.6533 -3.9983
C 3.1295 1.1072 -2.9386
C 1.7460 1.2587 -3.0566
C 0.9340 1.6484 -1.8977
O -0.3373 1.7186 -1.9930
N 1.5755 1.9465 -0.7727
N 0.8032 2.0041 0.2866
C 1.0716 2.6852 1.3458
C 0.1088 2.6864 2.4120
C 0.4598 3.0243 3.7250
C -0.5067 3.0133 4.7053
C -1.8169 2.6914 4.3578
C -2.0876 2.3827 3.0380
N -1.1593 2.3762 2.0959
H -0.5904 1.4102 -3.6303
H 1.4096 0.3116 -6.2869
H 3.8463 -0.0140 -6.0361
H 4.9524 0.5188 -3.8960
H 3.5828 1.3516 -1.9894
H 1.9770 3.2760 1.4485
H 1.4873 3.2584 3.9516
H -0.2521 3.2562 5.7265
H -2.6051 2.6895 5.0918
H -3.0906 2.1435 2.7075
N -2.4307 -0.4910 0.3269
C -2.2865 -1.6116 0.5833
C -2.0489 -2.9613 0.8953
C -0.7182 -3.3973 0.8836
C -0.4261 -4.7059 1.2115
C -1.4427 -5.5860 1.5530
C -2.7625 -5.1605 1.5484
C -3.0744 -3.8546 1.2198
H 0.0633 -2.6998 0.6218
H 0.6002 -5.0406 1.1979
H -1.2019 -6.6055 1.8158
H -3.5490 -5.8553 1.8003
H -4.1006 -3.5202 1.2155
*
```

Values from the calculation:
Frontier orbital gap   7.13 eV

For reference, the natural (NBO) charges in units of e are:
1. Au 0.81
2. O -0.68
3. C 0.35
4. C -0.29
5. C -0.17
6. C -0.27
7. C -0.15
8. C -0.18
9. C 0.58
10. O -0.78
11. N -0.44
12. N -0.26
13. C -0.04
14. C 0.17
15. C -0.23
16. C -0.16
17. C -0.27
18. C 0.05
19. N -0.50
20. H 0.52
21. H 0.22
22. H 0.21
23. H 0.21
24. H 0.23
25. H 0.19
26. H 0.22
27. H 0.22
28. H 0.22
29. H 0.20
30. N -0.45
31. C 0.41
32. C -0.22
33. C -0.13
34. C -0.21
35. C -0.17
36. C -0.21
37. C -0.14
38. H 0.24
39. H 0.23
40. H 0.22
41. H 0.23
42. H 0.23


Entry 4:
DFT (ωB97M-V with the def2-TZVPD basis set) results for 10 unconnected molecules or ions with the total composition C60H142N10O10.

```
! RIJCOSX wB97M-V def2-TZVPD def2/J DEFGRID3
* xyz 0 1
C -5.5067 -0.2599 2.5764
C -6.1081 0.7863 3.5064
C -5.2838 2.0691 3.4637
C -5.5090 2.8933 2.2813
C -6.9937 3.2939 2.2230
C -7.9056 2.1111 2.1433
N -7.4827 1.1508 3.1627
O -8.3851 0.0784 3.2524
C -9.3525 2.6466 2.4813
C -7.9478 1.4311 0.7390
C -6.0986 0.2651 4.9103
H -5.3403 0.1807 1.6111
H -6.2126 -1.1134 2.4850
H -4.5747 -0.5714 2.9971
H -5.5023 2.6688 4.3446
H -4.2158 1.8372 3.5413
H -5.1611 2.3373 1.3516
H -4.8431 3.7127 2.2868
H -7.1765 3.9395 1.3237
H -7.2600 3.9169 3.0409
H -10.0862 1.8565 2.2925
H -9.4840 3.0777 3.4907
H -9.5683 3.4973 1.7717
H -8.3555 1.9932 -0.1195
H -6.9118 1.1548 0.4670
H -8.5869 0.5397 0.7653
H -6.4824 -0.6999 4.9394
H -6.6527 0.9338 5.5222
H -5.0639 0.3384 5.3285
H -8.2257 -0.2963 2.4209
C 3.7639 -4.6353 1.7144
C 2.5966 -4.7768 0.7935
C 3.0113 -4.1476 -0.5006
C 1.9111 -4.2344 -1.5834
C 1.6674 -5.7612 -1.7704
C 1.3828 -6.5524 -0.5035
N 2.4132 -6.2014 0.4753
O 2.0542 -6.8552 1.7490
C -0.0509 -6.3350 -0.0554
C 1.6132 -8.0674 -0.7590
C 1.3036 -4.0885 1.4654
H 4.1311 -3.6030 1.6647
H 4.6029 -5.2662 1.3854
H 3.5071 -4.7970 2.7527
H 3.1739 -3.1322 -0.2638
H 3.9381 -4.6618 -0.8108
H 2.2560 -3.8897 -2.5849
H 0.9253 -3.7515 -1.4256
H 2.5621 -6.1391 -2.2631
H 0.8225 -5.8919 -2.4690
H -0.4107 -5.4146 -0.4974
H -0.6108 -7.1503 -0.4871
H -0.0491 -6.3397 0.9923
H 0.8761 -8.3557 -1.5483
H 2.6084 -8.3161 -1.2001
H 1.4098 -8.7252 0.1234
H 0.5252 -3.8686 0.6794
H 1.6310 -3.0992 1.8577
H 0.9233 -4.6685 2.2672
H 2.7791 -7.4346 1.8986
C -2.1971 -4.6186 -2.5274
C -3.7400 -4.4704 -2.7593
C -4.3724 -5.9070 -2.9444
C -4.5488 -6.6390 -1.6786
C -5.3122 -5.7573 -0.6462
C -4.7078 -4.4282 -0.3738
N -4.6027 -3.8303 -1.7162
O -4.1305 -2.4651 -1.4585
C -5.6139 -3.4970 0.4921
C -3.3163 -4.5561 0.3069
C -3.9830 -3.7590 -4.0972
H -1.7169 -3.6550 -2.3422
H -1.7345 -5.0071 -3.4173
H -2.0503 -5.3373 -1.7221
H -5.2731 -5.7251 -3.5137
H -3.7541 -6.4596 -3.6519
H -3.4722 -6.8817 -1.3602
H -5.1001 -7.5515 -1.8636
H -5.3567 -6.3682 0.2576
H -6.3494 -5.6398 -0.9640
H -6.5462 -3.3268 0.0168
H -5.6595 -4.0512 1.4415
H -5.0377 -2.5750 0.6009
H -3.2902 -4.3744 1.3855
H -2.9310 -5.5471 0.0829
H -2.6988 -3.7950 -0.1714
H -3.5346 -2.7542 -4.1005
H -5.0612 -3.7682 -4.3005
H -3.5945 -4.3507 -4.8783
H -4.8472 -1.9005 -1.8722
C 2.4356 0.8156 0.0770
C 1.0405 0.8981 -0.5192
C 0.8774 0.0085 -1.7116
C -0.5774 -0.2856 -2.0749
C -1.2925 -0.9015 -0.8963
C -1.2232 -0.1508 0.3816
N 0.2166 0.1966 0.5976
O 0.1645 1.2425 1.7157
C -2.2369 1.0905 0.3422
C -1.6024 -0.9965 1.5895
C 0.6834 2.3507 -0.8169
H 2.5557 1.5201 0.8965
H 3.1431 1.0556 -0.8182
H 2.6797 -0.1908 0.4115
H 1.3867 0.5138 -2.5478
H 1.3510 -1.0011 -1.6139
H -0.5785 -1.0134 -2.9583
H -1.1761 0.6170 -2.3726
H -0.8963 -1.9369 -0.7495
H -2.3614 -0.9607 -1.0692
H -3.2879 0.6668 0.2822
H -2.0708 1.5812 1.2772
H -2.1536 1.8481 -0.4744
H -1.0139 -1.9104 1.6822
H -1.4299 -0.3870 2.5018
H -2.6596 -1.2460 1.4148
H -0.1595 2.5172 -1.5402
H 1.5550 2.8566 -1.2626
H 0.4917 2.8240 0.1068
H 0.5201 0.7103 2.4068
C 0.9109 -2.2301 -4.9582
C 1.1257 -0.8392 -5.5808
C 2.6028 -0.4188 -5.5968
O 3.0911 -0.1515 -4.3041
C 4.4837 -0.0132 -4.3367
N 0.6172 -0.8347 -6.9697
H -0.0603 -2.6130 -5.1727
H 0.9487 -2.1443 -3.8471
H 1.6974 -2.9395 -5.3057
H 0.5145 -0.2157 -4.9401
H 2.6547 0.4566 -6.2154
H 3.1462 -1.2319 -6.0585
H 4.9012 0.0498 -3.3355
H 4.8655 0.8135 -4.9017
H 4.9911 -0.8275 -4.8112
H 0.5567 0.1065 -7.3456
H 1.3033 -1.2974 -7.5843
C 8.1080 1.1438 -1.6088
C 6.7901 1.6069 -1.0385
C 6.2137 0.8334 0.1262
O 5.8063 -0.5113 -0.2632
C 5.4787 -1.3519 0.7903
N 6.7033 3.0480 -0.7906
H 8.8525 1.4473 -0.9240
H 8.3336 1.7568 -2.5122
H 8.0663 0.0467 -1.8163
H 5.9812 1.4141 -1.7876
H 5.3016 1.3280 0.4329
H 7.0042 0.7336 0.8595
H 4.4359 -1.1086 1.1919
H 6.2206 -1.3167 1.6367
H 5.5114 -2.4087 0.4342
H 7.0693 3.6639 -1.5524
H 7.2415 3.2946 -0.0015
C 1.6606 9.2421 0.7091
C 2.6602 8.4569 -0.2338
C 3.9906 8.3183 0.4388
O 3.8911 7.5412 1.5894
C 5.0524 7.5557 2.3446
N 2.2683 7.0464 -0.5212
H 1.8965 9.2594 1.7734
H 0.7031 8.7906 0.5925
H 1.5253 10.3291 0.3737
H 2.7147 8.9841 -1.1596
H 4.4474 9.2806 0.7001
H 4.7601 7.8388 -0.2027
H 5.9275 7.2577 1.7163
H 4.9486 6.8644 3.1890
H 5.2626 8.5975 2.6522
H 2.5335 6.5009 0.3250
H 1.2473 7.0158 -0.5922
C -0.3082 -0.0455 5.1971
C 1.1237 -0.5058 4.8455
C 1.3639 -1.8048 5.5778
O 2.7531 -2.1972 5.4243
C 2.9739 -3.6141 5.8980
N 1.4611 -0.5641 3.4239
H -0.4327 -0.4167 6.2250
H -1.1063 -0.2900 4.5188
H -0.4027 1.0221 5.3740
H 1.7799 0.1612 5.2941
H 0.5743 -2.5956 5.2383
H 1.1610 -1.6427 6.6858
H 2.7542 -4.3960 5.0835
H 2.3216 -3.6922 6.7128
H 4.0445 -3.6173 6.2467
H 0.8469 -1.1820 2.8346
H 2.3553 -1.0463 3.3239
C -0.4669 3.0139 -4.7712
C 0.7576 3.4331 -5.5275
C 2.1119 3.5047 -4.8834
O 2.0941 4.3412 -3.7649
C 3.3870 4.7829 -3.4009
N 0.8150 2.5512 -6.7254
H -0.4814 1.9226 -4.6855
H -1.3553 3.2663 -5.3713
H -0.5212 3.5230 -3.8372
H 0.5596 4.5543 -5.7152
H 2.8116 3.9013 -5.6305
H 2.4306 2.4518 -4.6727
H 3.3886 5.3106 -2.4322
H 3.7440 5.5790 -4.0798
H 4.0710 3.9052 -3.4263
H 0.1439 2.7704 -7.4447
H 1.7257 2.6044 -7.1866
C -0.1551 4.8216 4.1584
C 0.6179 4.9891 2.7855
C 1.8524 4.1172 2.5759
O 2.8946 4.4350 3.4905
C 4.0151 3.5185 3.3743
N -0.2662 4.7756 1.6521
H -0.9257 5.5741 4.1374
H 0.4788 5.1842 4.9660
H -0.6937 3.8610 4.2887
H 1.0510 5.9838 2.7780
H 2.1926 4.3596 1.5574
H 1.5329 3.0579 2.6978
H 4.5338 3.6505 4.3248
H 4.5305 3.8502 2.4946
H 3.6714 2.5378 3.1696
H -1.0301 5.3602 1.7677
H -0.5768 3.8211 1.6458
*
```

Values from the calculation:
Frontier orbital gap   8.68 eV

Results of the Mulliken charge analysis, in e, for atoms 1 through 99:
1. C -1.88
2. C 2.39
3. C -1.41
4. C -0.10
5. C -1.43
6. C 1.45
7. N 0.19
8. O -0.46
9. C -1.86
10. C -1.42
11. C -2.26
12. H 0.11
13. H 0.47
14. H 0.47
15. H 0.31
16. H 0.41
17. H -0.08
18. H 0.48
19. H 0.46
20. H 0.38
21. H 0.36
22. H 0.39
23. H 0.36
24. H 0.43
25. H 0.19
26. H 0.44
27. H 0.43
28. H 0.59
29. H 0.29
30. H 0.34
31. C -2.02
32. C 2.35
33. C -1.43
34. C 1.45
35. C -2.32
36. C 2.01
37. N -0.16
38. O -0.50
39. C -1.08
40. C -1.70
41. C -0.66
42. H 0.07
43. H 0.52
44. H 0.30
45. H 0.03
46. H 0.67
47. H 0.41
48. H -1.13
49. H 0.65
50. H 0.23
51. H -0.15
52. H 0.59
53. H 0.22
54. H 0.40
55. H 0.36
56. H 0.38
57. H -0.53
58. H -0.11
59. H 0.69
60. H 0.37
61. C -0.80
62. C 1.73
63. C -1.64
64. C 0.01
65. C -1.46
66. C 2.20
67. N -0.23
68. O -0.08
69. C -2.11
70. C -0.99
71. C -2.17
72. H -0.08
73. H 0.75
74. H -0.24
75. H 0.52
76. H 0.36
77. H -0.07
78. H 0.46
79. H 0.31
80. H 0.46
81. H 0.55
82. H 0.42
83. H 0.30
84. H 0.52
85. H -0.02
86. H -0.14
87. H 0.29
88. H 0.49
89. H 0.49
90. H 0.25
91. C -1.65
92. C 3.22
93. C -0.60
94. C 0.04
95. C 0.29
96. C 2.47
97. N 0.36
98. O 1.57
99. C -1.96


| no. | DFT total energy (eV) |
| --- | --- |
| 1 | -10453.292 |
| 2 | -54373.608 |
| 3 | -34729.512 |
| 4 | -99888.492 |